(1)
{"formula": "C4H8O2", "method": "ωB97M-V with the def2-TZVPD basis set", "mol_weight_g_mol": 88.11, "elements": ["O", "O", "C", "C", "C", "C", "H", "H", "H", "H", "H", "H", "H", "H"], "positions_angstrom": [[-1.5619, 0.1797, 0.1405], [1.1819, -1.0024, 2.9233], [0.4681, -0.2282, 2.1869], [-0.0052, 0.2773, -1.7724], [-0.2718, -0.2374, -0.3799], [0.7252, 0.1639, 0.7044], [-0.3707, -1.3743, -0.5398], [0.9872, 1.3396, 0.5643], [0.7858, 0.9120, -2.2502], [1.6169, -0.3715, 0.4669], [-0.3991, 0.2827, 2.6495], [-2.3882, -0.2231, -0.1420], [-0.8770, 0.9296, -2.1736], [0.1089, -0.6479, -2.3780]], "forces_ev_per_angstrom": [[0.4162, 1.0095, 0.5565], [-2.7922, 3.2255, -3.7766], [1.7912, -1.8206, 2.3191], [-0.9742, 0.8925, -3.3763], [-1.7976, -1.3814, 1.0136], [1.0780, 1.3894, 0.1419], [0.6237, 1.4891, 0.8406], [-0.8424, -2.6785, 0.7391], [0.3567, -0.3509, 1.9168], [1.0373, -0.1610, -0.3262], [0.1960, -0.2922, -0.0686], [0.6401, -0.4658, -0.6405], [0.7982, -1.6092, 0.8271], [-0.5310, 0.7537, -0.1662]], "nbo_charge": [-0.768, -0.526, 0.439, -0.686, 0.110, -0.525, 0.175, 0.237, 0.241, 0.231, 0.130, 0.488, 0.237, 0.217]}

(2)
{"formula": "C22H17N3O6", "method": "ωB97M-V with the def2-TZVPD basis set", "mol_weight_g_mol": 419.39, "elements": ["O", "O", "O", "O", "O", "O", "N", "N", "N", "C", "C", "C", "C", "C", "C", "C", "C", "C", "C", "C", "C", "C", "C", "C", "C", "C", "C", "C", "C", "C", "C", "H", "H", "H", "H", "H", "H", "H", "H", "H", "H", "H", "H", "H", "H", "H", "H", "H"], "positions_angstrom": [[-3.7263, 0.2856, -2.3307], [1.3920, -2.4426, -2.4251], [-5.1834, 1.1309, -0.9981], [1.8399, 2.6175, -1.9831], [2.5290, 0.1244, -2.4360], [1.3246, 1.8395, 1.4432], [1.1238, -4.1168, 3.0938], [-4.0922, 0.6619, -1.2379], [0.3870, -1.8106, -0.4412], [0.3862, -0.6420, 0.4083], [2.6387, 4.6428, -1.5289], [1.9166, 2.7354, -0.6363], [1.6991, -0.2602, -1.4733], [-1.3783, 0.2964, 1.9397], [-1.8927, 0.0301, -0.3875], [-0.9976, -0.1000, 0.6627], [2.2926, 3.8946, -3.9971], [-2.6436, 0.8126, 2.1713], [1.1523, -1.6479, -1.5363], [-0.3917, -2.9931, -0.1484], [-1.1435, -3.5240, 3.5218], [0.1058, -3.9721, 3.9245], [-1.3283, -3.2100, 2.1853], [1.2436, 0.3472, -0.3577], [2.4000, 3.9860, -0.3115], [2.2760, 3.7627, -2.5189], [1.4917, 1.6619, 0.2438], [-3.5479, 0.9327, 1.1328], [-0.2669, -3.3626, 1.3021], [-3.1609, 0.5382, -0.1421], [0.9411, -3.8222, 1.8213], [-0.0048, -3.7858, -0.7960], [0.3056, -4.2267, 4.9565], [-0.6718, 0.2141, 2.7508], [2.8938, 3.0996, -4.4355], [-4.5409, 1.3265, 1.2854], [0.8619, -0.8653, 1.3729], [1.8012, -3.9570, 1.1777], [2.5617, 4.3548, 0.6803], [3.0242, 5.6324, -1.6647], [-1.4458, -2.8174, -0.3991], [-1.6213, -0.2536, -1.3940], [1.2826, 3.8059, -4.3957], [-2.9237, 1.1209, 3.1662], [2.7052, 4.8580, -4.2794], [-1.9484, -3.4200, 4.2322], [-2.2850, -2.8519, 1.8303], [2.6188, -0.6308, -3.0487]], "forces_ev_per_angstrom": [[0.0334, -0.0723, -0.3031], [0.0698, -0.0101, -0.1526], [-0.2906, 0.1159, 0.0019], [-0.1874, -0.1991, -0.2205], [0.0133, -0.2384, -0.0655], [0.0692, -0.0492, -0.2469], [0.5289, -0.1951, 0.1461], [-0.3175, 0.0267, -0.3685], [-0.0284, 0.0357, 0.0723], [0.2298, 0.3665, 0.1430], [-0.1438, -0.3307, -0.4971], [0.3769, 1.2273, 0.8073], [-0.1032, 0.2244, 0.3411], [-0.0132, -0.0094, -0.1456], [-0.2230, 0.0531, -0.0206], [-0.2598, 0.0235, 0.1230], [-0.1222, -0.3083, 0.1682], [0.0538, -0.0470, -0.0437], [0.0607, -0.1082, -0.1265], [-0.0070, -0.1806, -0.1350], [0.0669, -0.0153, -0.0243], [-0.3447, 0.0859, 0.1767], [0.1699, -0.1070, -0.0548], [0.1267, -0.4847, -0.2927], [-0.3188, -0.9076, -0.0333], [0.3141, 0.8323, 0.1224], [0.0218, -0.0506, -0.1133], [-0.1486, 0.0090, -0.2735], [-0.1114, -0.0513, 0.1894], [0.8444, -0.1016, 0.9569], [-0.2403, 0.1044, -0.2779], [-0.1192, 0.0946, 0.0355], [-0.0777, -0.0008, 0.1163], [0.1054, -0.0291, 0.0881], [0.0534, -0.0060, -0.0911], [-0.0189, 0.0084, 0.0108], [-0.0752, 0.0164, -0.1268], [0.0662, 0.0141, -0.1621], [0.0026, 0.0147, 0.2386], [0.0786, 0.1946, -0.1144], [0.1136, -0.0799, 0.0027], [0.0166, -0.0336, -0.0562], [-0.0430, 0.0277, -0.0763], [-0.0429, 0.0368, 0.0858], [0.0183, 0.0381, -0.0030], [-0.0558, -0.0015, 0.0882], [-0.0727, 0.0483, -0.0470], [-0.0689, 0.0189, 0.1580]], "nbo_charge": [-0.377, -0.624, -0.374, -0.383, -0.626, -0.556, -0.407, 0.528, -0.405, -0.074, -0.334, 0.126, 0.292, -0.148, -0.146, -0.051, -0.658, -0.212, 0.615, -0.241, -0.255, 0.036, -0.161, -0.141, -0.196, 0.340, 0.490, -0.174, -0.085, 0.002, 0.041, 0.250, 0.196, 0.233, 0.234, 0.249, 0.237, 0.196, 0.240, 0.230, 0.209, 0.244, 0.233, 0.225, 0.231, 0.222, 0.220, 0.508]}

Values of energy above the lowest of the compared OMol25 structures with the same formula, charge and spin, in order: 262.12 213.05, all in kJ/mol.
Values of E_LUMO, in order: 0.0237 -0.0233, all in hartree.